1.
{
  "formula": "C5H8MgO3Tl",
  "method": "the ωB97M-V functional and the def2-TZVPD basis",
  "orbital_gap_ev": [7.9, 6.6],
  "spin_multiplicity": 2,
  "total_charge": 2,
  "e_above_lowest_ev": 0.0000,
  "species": ["C", "C", "H", "H", "H", "Mg", "O", "Tl", "O", "C", "O", "C", "C", "H", "H", "H", "H", "H"],
  "positions_angstrom": [[-0.6149, 2.3142, -0.6945], [0.2519, 2.9060, 0.1176], [-0.4029, 1.3553, -1.1824], [-1.5875, 2.7862, -0.9029], [0.4866, 3.9355, 0.4106], [0.5336, 1.4852, 1.8442], [-1.3135, -1.4572, 3.5484], [-1.1601, -4.2577, 3.5401], [0.0267, -2.5520, 2.2525], [-0.3266, -1.4284, 2.6262], [0.0686, -0.3162, 2.1958], [-1.8705, -0.2435, 4.0876], [-2.9665, -0.6091, 5.0570], [-1.0647, 0.3108, 4.5877], [-2.2617, 0.3574, 3.2553], [-2.5702, -1.1919, 5.8988], [-3.4108, 0.3146, 5.4508], [-3.7561, -1.1878, 4.5601]],
  "lowdin_charge": [0.05, 0.01, 0.11, 0.13, 0.09, 1.25, -0.14, 1.16, -0.12, -0.74, -0.09, -0.22, -0.04, 0.13, 0.13, 0.10, 0.10, 0.10]
}

=====

2.
{
  "formula": "C2H5NO",
  "method": "the ωB97M-V functional and the def2-TZVPD basis",
  "orbital_gap_ev": 9.0,
  "total_charge": 0,
  "e_above_lowest_ev": 4.1757,
  "species": ["C", "N", "H", "H", "H", "C", "O", "H", "H"],
  "positions_angstrom": [[-0.5038, 0.8899, -0.6176], [0.6211, 1.2653, -0.2785], [-1.3533, 1.0716, -0.0197], [-0.5853, 0.3167, -1.5150], [1.0903, 1.6184, 0.4543], [0.1241, -1.3584, 0.4834], [-0.8367, -0.6962, 0.7348], [0.4819, -1.5088, -0.5482], [0.9617, -1.5985, 1.3065]],
  "lowdin_charge": [-0.21, 0.05, 0.07, 0.07, 0.00, -0.14, -0.05, 0.09, 0.13]
}

=====

3.
{
  "formula": "C4H8O2",
  "method": "the ωB97M-V functional and the def2-TZVPD basis",
  "orbital_gap_ev": 9.3,
  "total_charge": 0,
  "e_above_lowest_ev": 2.6190,
  "species": ["C", "O", "C", "C", "O", "C", "H", "H", "H", "H", "H", "H", "H", "H"],
  "positions_angstrom": [[-2.3552, -0.6413, -0.3334], [-1.6520, 0.4675, -0.8479], [-0.3039, 0.4529, -0.6828], [0.4455, -0.5362, -0.1856], [1.8033, -0.4281, -0.0074], [2.2782, 0.6762, 0.7455], [-3.4186, -0.4128, -0.4313], [-2.1217, -1.5586, -0.8931], [-2.1145, -0.7912, 0.7293], [0.1359, 1.3982, -0.9916], [0.0590, -1.5212, 0.0670], [1.5235, 1.4653, 0.8190], [2.5497, 0.3526, 1.7600], [3.1708, 1.0766, 0.2524]],
  "lowdin_charge": [-0.11, -0.13, -0.15, -0.16, -0.15, -0.10, 0.09, 0.10, 0.10, 0.13, 0.12, 0.08, 0.09, 0.09]
}

=====

4.
{
  "formula": "C22H31F3NOS2",
  "method": "the ωB97M-V functional and the def2-TZVPD basis",
  "orbital_gap_ev": 5.5,
  "total_charge": -1,
  "e_above_lowest_ev": 0.0000,
  "species": ["C", "C", "C", "C", "C", "C", "C", "C", "S", "C", "S", "N", "C", "C", "C", "C", "C", "C", "F", "F", "F", "C", "C", "C", "C", "C", "C", "C", "O", "H", "H", "H", "H", "H", "H", "H", "H", "H", "H", "H", "H", "H", "H", "H", "H", "H", "H", "H", "H", "H", "H", "H", "H", "H", "H", "H", "H", "H", "H", "H"],
  "positions_angstrom": [[-7.4076, 3.8698, -0.4820], [-6.7049, 2.6227, 0.0729], [-5.9453, 3.0319, 1.3327], [-7.7786, 1.6035, 0.4784], [-5.7491, 1.9848, -0.9622], [-4.4254, 1.6821, -0.6955], [-3.5918, 1.0149, -1.6119], [-2.1988, 0.5742, -1.1981], [-2.0831, -1.2008, -0.5887], [-1.4247, -0.9169, 1.0170], [-2.5121, -0.3564, 2.1386], [-0.1074, -1.1277, 1.3033], [0.3197, -0.9480, 2.6873], [1.7878, -0.5369, 2.7491], [2.6898, -1.5120, 2.0022], [2.1638, -1.7646, 0.5931], [0.6793, -2.1212, 0.5615], [-1.1408, 0.6609, -2.3020], [0.1106, 0.5734, -1.7518], [-1.2463, -0.3481, -3.2295], [-1.1982, 1.8512, -2.9735], [-4.0800, 0.7545, -2.8993], [-5.3994, 0.9812, -3.2514], [-5.9826, 0.5303, -4.6064], [-7.0205, -0.5779, -4.3818], [-4.8939, -0.0364, -5.5150], [-6.6618, 1.6834, -5.3560], [-6.2979, 1.5905, -2.2641], [-7.5250, 1.7213, -2.5132], [-8.0038, 3.6116, -1.3614], [-8.0705, 4.2879, 0.2876], [-6.6676, 4.6297, -0.7588], [-5.4600, 2.1662, 1.7961], [-5.1924, 3.7933, 1.1000], [-6.6474, 3.4573, 2.0612], [-7.3006, 0.7083, 0.8936], [-8.4375, 2.0389, 1.2398], [-8.3747, 1.3205, -0.3938], [-3.9468, 1.9618, 0.2503], [-1.8435, 1.1983, -0.3769], [0.1892, -1.8891, 3.2516], [-0.3020, -0.1714, 3.1448], [2.0844, -0.4665, 3.8013], [1.8797, 0.4636, 2.3053], [3.6950, -1.0874, 1.9401], [2.7481, -2.4596, 2.5594], [2.3122, -0.8696, -0.0246], [2.7310, -2.5825, 0.1362], [0.5444, -3.1136, 1.0295], [0.3181, -2.1612, -0.4732], [-3.3688, 0.3662, -3.6258], [-7.8529, -0.1989, -3.7841], [-7.3990, -0.9319, -5.3484], [-6.5557, -1.4190, -3.8544], [-4.1468, 0.7305, -5.7508], [-4.4057, -0.8982, -5.0461], [-5.3481, -0.3741, -6.4561], [-5.9400, 2.4840, -5.5544], [-7.0476, 1.3138, -6.3154], [-7.4905, 2.0843, -4.7677]],
  "lowdin_charge": [-0.06, -0.55, -0.09, -0.06, -0.09, -0.02, -0.26, -0.37, 0.93, -1.07, 0.64, -0.17, -0.22, -0.19, -0.22, -0.19, -0.18, -0.59, 0.08, 0.07, 0.12, -0.02, -0.08, -0.55, -0.06, -0.09, -0.06, -0.33, -0.09, 0.07, 0.07, 0.08, 0.07, 0.08, 0.08, 0.09, 0.07, 0.07, 0.09, 0.11, 0.13, 0.06, 0.11, 0.12, 0.10, 0.11, 0.12, 0.11, 0.13, 0.09, 0.09, 0.07, 0.07, 0.08, 0.08, 0.08, 0.08, 0.08, 0.07, 0.07]
}

=====

5.
{
  "formula": "C2HCl2FS",
  "method": "the ωB97M-V functional and the def2-TZVPD basis",
  "orbital_gap_ev": [7.6, 8.2],
  "spin_multiplicity": 3,
  "total_charge": 0,
  "species": ["C", "C", "F", "S", "Cl", "Cl", "H"],
  "positions_angstrom": [[1.2670, 0.0650, -0.7131], [-1.1274, -0.0088, 0.2811], [1.5176, 0.7608, -1.7617], [2.3646, -0.6678, 0.1976], [-1.1449, 1.1562, 1.5249], [-1.1599, -1.5814, 0.9277], [-1.7169, 0.2761, -0.4564]],
  "lowdin_charge": [-0.71, -1.11, 0.01, 0.72, 0.56, 0.56, -0.04]
}

=====

6.
{
  "formula": "CH4FNO",
  "method": "the ωB97M-V functional and the def2-TZVPD basis",
  "orbital_gap_ev": [10.1, 9.8],
  "total_charge": 0,
  "e_above_lowest_ev": 4.5848,
  "species": ["C", "N", "O", "F", "H", "H", "H", "H"],
  "positions_angstrom": [[-0.8300, -0.0232, -0.3177], [0.2361, 0.1349, 0.6747], [1.1767, -0.6813, 0.6996], [2.3334, -0.3757, -0.5647], [-1.5959, -0.6816, -0.0231], [-1.3750, 0.9722, -0.5566], [-0.2742, -0.4068, -1.1009], [0.3289, 1.0614, 1.1886]],
  "lowdin_charge": [-0.02, -0.13, 0.01, -0.30, 0.07, 0.13, 0.06, 0.19]
}

=====

7.
{
  "formula": "C4H5NO2",
  "method": "the ωB97M-V functional and the def2-TZVPD basis",
  "orbital_gap_ev": 9.9,
  "total_charge": 0,
  "e_above_lowest_ev": 4.9967,
  "species": ["O", "C", "C", "C", "N", "C", "O", "H", "H", "H", "H", "H"],
  "positions_angstrom": [[-2.2157, 1.2664, 1.5542], [-1.5635, 0.3190, 1.1960], [-0.2518, 0.4590, 0.4688], [0.8962, -0.3607, 0.9446], [-0.0165, -0.5865, -0.5307], [0.7607, -0.2582, -1.6723], [1.2496, -1.0914, -2.3807], [-1.8650, -0.7285, 1.4019], [-0.0764, 1.4673, 0.0931], [0.3919, -1.4143, 0.1578], [1.8401, 0.0969, 0.6108], [0.8504, 0.8311, -1.8434]],
  "lowdin_charge": [0.07, -0.21, -0.34, 0.08, -0.02, -0.30, 0.09, 0.13, 0.15, 0.14, 0.06, 0.15]
}